(1)
Molecular formula: H24O12
Method: DFT, wB97M-V/def2-TZVPD

Calculated values
Orbital gap   8.8 eV
SMILES   O.O.O.O.O.O.O.O.O.O.O.O
HOMO level   -10.06 eV
Total energy   -917.24263 Ha

The geometry in XYZ format:
```
36
Properties=species:S:1:pos:R:3:forces:R:3:lowdin_charge:R:1
O 14.625582 -2.306270 -13.600431 0.3 -0.2 -0.2 -0.029
H 14.111719 -2.185798 -12.801902 0.0 0.0 0.4 0.015
H 14.703745 -1.426950 -13.970467 0.1 0.2 -0.1 0.058
O 12.482039 -8.490998 -9.290618 -0.1 -0.5 0.4 -0.046
H 12.246725 -8.192810 -10.169227 0.1 0.3 -0.2 -0.019
H 12.482486 -7.694925 -8.759110 0.2 0.2 0.1 0.001
O 9.669996 -5.371079 -11.776677 -0.4 0.6 0.1 -0.006
H 8.756581 -5.180814 -11.990434 -0.3 -0.1 -0.2 0.081
H 10.010311 -4.548748 -11.424278 0.2 0.2 0.0 0.042
O 12.470766 -6.650943 -14.302791 0.2 0.0 -0.3 -0.052
H 11.700206 -6.341570 -14.778985 -0.1 0.2 -0.2 0.027
H 12.164284 -6.773936 -13.404357 -0.1 -0.2 0.4 -0.024
O 13.089324 -4.752237 -11.484190 -0.3 0.5 0.5 -0.018
H 12.552668 -4.310428 -12.142241 0.1 0.0 -0.7 0.013
H 12.524288 -5.443023 -11.138091 0.0 -0.6 0.1 0.020
O 12.091995 -3.147801 -14.276096 -1.0 -0.6 -0.2 -0.058
H 11.930066 -2.762458 -13.414988 0.2 0.5 -0.3 -0.045
H 13.043752 -3.123098 -14.374951 0.6 0.0 0.0 0.005
O 13.518163 -5.343538 -7.725688 0.8 -0.2 0.1 -0.049
H 13.167816 -5.029144 -6.892234 0.0 0.1 0.2 0.037
H 12.749615 -5.439600 -8.288139 -0.2 0.2 -0.1 -0.042
O 11.308292 -7.299228 -11.593361 0.8 -0.6 -0.1 -0.055
H 10.577376 -6.692889 -11.473536 -0.5 0.3 0.0 -0.020
H 10.907236 -8.167784 -11.561814 -0.1 -0.4 -0.2 0.074
O 11.074342 -5.321330 -8.744928 -0.4 0.0 -0.4 -0.024
H 10.504978 -5.925878 -8.268925 -0.2 -0.3 0.2 0.075
H 10.490544 -4.621004 -9.036386 0.0 0.2 0.0 0.055
O 14.406699 -2.428981 -9.406472 -0.1 0.6 0.1 -0.053
H 13.725418 -2.568404 -10.064224 -0.1 -0.3 -0.2 -0.019
H 14.592897 -3.303496 -9.064721 0.1 -0.4 0.1 0.017
O 11.939446 -1.795083 -11.879637 0.1 -0.1 0.2 -0.024
H 11.152236 -2.263142 -11.601341 -0.2 0.0 0.2 0.049
H 11.960887 -1.012711 -11.328566 0.1 0.4 0.1 0.078
O 15.754565 -5.527173 -11.637212 0.6 -0.2 0.2 -0.060
H 15.882781 -5.223775 -12.535959 0.0 0.1 -0.2 0.026
H 14.858444 -5.268478 -11.422127 -0.3 0.1 -0.1 -0.031
```
Positions in Å, forces in eV/Å.

=====

(2)
Molecular formula: C36H24BCl3F2N7OTc
Method: DFT, wB97M-V/def2-TZVPD

Calculated values
Orbital gap (spin up / spin down)   5.8 / 7.0 eV
Spin multiplicity   2
HOMO level (spin up / spin down)   -9.96 / -11.00 eV
Net charge   +1
Total energy   -3530.74857 Ha

The geometry in XYZ format:
```
75
Properties=species:S:1:pos:R:3:forces:R:3:lowdin_charge:R:1
Tc -0.152050 -0.938842 -0.368217 0.3 0.1 0.1 1.346
C 0.142286 0.029635 -4.436602 0.1 -0.1 0.0 -0.126
C 0.568124 -0.752993 -3.412292 0.0 -0.1 0.0 -0.061
N 0.906241 -0.213673 -2.151667 0.1 0.2 -0.2 -0.018
C 0.717459 1.205647 -2.095161 -0.1 0.1 0.0 -0.148
C 0.276758 1.911800 -3.182342 0.0 -0.1 0.1 -0.070
N -0.009293 1.370832 -4.370083 0.0 0.1 -0.1 0.092
C 0.880875 1.755928 -0.758173 0.0 0.0 0.1 -0.175
C 1.442644 2.976626 -0.419222 -0.1 0.0 0.1 0.090
C 1.652001 3.295189 0.920815 0.0 -0.1 0.0 -0.098
C 1.346035 2.320428 1.881208 0.0 -0.1 -0.1 0.078
C 0.779833 1.123689 1.488270 0.0 0.1 0.0 -0.190
N 0.486175 0.895005 0.196541 0.0 0.0 -0.1 0.000
C 0.428252 -0.009094 2.348248 0.0 -0.1 0.1 -0.161
C 0.568068 -0.034644 3.734240 0.0 0.1 -0.1 -0.031
N 0.224457 -1.080519 4.463261 0.0 0.0 0.1 0.120
C -0.261231 -2.136786 3.821419 0.0 -0.1 -0.1 -0.075
C -0.395401 -2.159743 2.444730 0.0 0.0 0.0 -0.060
N -0.058674 -1.097462 1.705996 0.0 0.1 0.1 -0.008
C 2.229954 4.599094 1.323714 0.1 0.2 0.1 -0.160
C 2.101397 5.077740 2.626246 0.0 0.0 -0.1 -0.010
C 2.648221 6.308144 2.955101 -0.1 -0.1 0.0 -0.124
N 3.302661 7.072777 2.093140 0.1 0.2 0.1 0.078
C 3.430306 6.621672 0.853039 0.0 -0.1 -0.1 -0.120
C 2.917126 5.408687 0.421058 0.0 -0.1 0.1 -0.003
H -0.090423 -0.439092 -5.383674 0.0 0.0 0.0 0.119
H 0.707109 -1.816963 -3.517197 0.0 0.0 0.0 0.116
H 0.109312 2.977297 -3.076645 0.0 0.0 0.0 0.128
H 1.743498 3.642655 -1.212561 0.0 0.1 0.0 0.127
H 1.588577 2.480459 2.919310 0.0 0.0 0.0 0.114
H 0.971491 0.819058 4.262859 0.0 0.0 0.0 0.126
H -0.551147 -2.993165 4.415310 0.0 0.0 0.0 0.122
H -0.770801 -3.025194 1.916373 0.0 0.0 0.0 0.112
H 1.565237 4.537740 3.392288 -0.1 -0.1 0.0 0.106
H 2.548843 6.693641 3.962815 0.0 0.0 0.0 0.114
H 3.973851 7.255725 0.163103 0.0 0.0 0.0 0.115
H 3.090647 5.117089 -0.603632 0.0 -0.1 0.0 0.109
Cl 3.572065 -6.816156 1.258772 0.0 0.0 0.0 0.725
C 3.111269 -5.216487 0.808975 -0.1 0.0 0.0 -0.654
C 1.915476 -5.020837 0.130782 0.1 0.0 0.1 -0.104
C 1.575540 -3.727262 -0.209519 0.1 0.0 0.0 -0.505
Cl 0.060172 -3.438711 -1.039806 0.0 0.0 0.0 0.860
C 2.374936 -2.631751 0.090966 0.1 -0.2 0.0 -0.346
O 1.988088 -1.367332 -0.236827 0.0 0.1 -0.1 -0.109
C 3.561555 -2.864826 0.782226 -0.1 0.0 0.0 -0.558
Cl 4.561864 -1.528941 1.196263 0.0 0.0 0.0 0.794
C 3.933777 -4.152102 1.139267 0.0 0.1 0.0 -0.097
H 1.277629 -5.854531 -0.121163 0.0 0.0 0.0 0.116
H 4.859130 -4.317121 1.670860 0.0 0.0 0.0 0.117
C -4.922434 1.484555 1.556657 0.0 0.0 0.0 -0.071
C -5.312288 0.507954 0.655507 0.0 0.0 0.0 -0.060
C -4.368812 -0.238309 -0.031555 0.1 0.0 0.0 -0.008
C -3.003281 -0.017978 0.178167 0.0 0.0 0.1 -0.230
C -2.620334 0.968121 1.086917 0.0 0.0 0.0 -0.029
C -3.570137 1.710027 1.767213 0.0 0.0 0.0 -0.066
N -2.010911 -0.790601 -0.508440 -0.5 0.2 0.0 -0.136
C -2.565746 -1.640734 -1.534654 0.1 -0.1 -0.1 -0.373
C -3.000069 -2.925781 -1.227440 0.0 0.1 0.0 -0.104
C -3.504746 -3.734801 -2.232764 0.0 0.0 0.0 -0.068
C -3.586095 -3.261061 -3.535308 0.0 0.0 0.0 -0.065
C -3.172092 -1.971371 -3.832946 0.0 0.0 0.0 -0.055
C -2.664582 -1.155588 -2.832274 0.0 0.0 0.1 -0.036
H -5.663384 2.068180 2.084569 0.0 0.0 0.0 0.110
H -6.362730 0.322084 0.478428 0.0 0.0 0.0 0.113
H -4.705589 -0.987498 -0.730054 0.0 0.0 0.0 0.112
H -1.580046 1.180030 1.251624 0.0 0.0 0.0 0.072
H -3.249157 2.474295 2.462134 0.0 0.0 0.0 0.109
H -2.953881 -3.277310 -0.204096 0.0 0.0 0.0 0.114
H -3.843593 -4.734597 -1.998237 0.0 0.0 0.0 0.113
H -3.981554 -3.897229 -4.314640 0.0 0.0 0.0 0.111
H -3.247857 -1.593695 -4.843178 0.0 0.0 0.0 0.114
H -2.355019 -0.140077 -3.046403 0.0 0.0 0.0 0.116
F 3.192580 0.299797 -1.429996 0.0 0.1 0.1 0.222
B 2.370223 -0.762700 -1.599571 0.0 -0.2 0.2 -1.036
F 2.831619 -1.748042 -2.412072 0.0 0.0 -0.1 0.218
```
Positions in Å, forces in eV/Å.

=====

Question: Which value of total energy does entry 2 give?
Answer: -3530.74857 Ha

=====

Question: What is the total energy in the first record?
Answer: -917.24263 Ha